No. 1
This record from the Open Molecules 2025 dataset describes a 15-piece molecular cluster, C50H125N5O15 overall at a distorted geometry. The level of theory is the ωB97M-V functional and the def2-TZVPD basis.

HOMO (spin up / spin down) (Eh): 0.0008 / -0.2180
DFT total energy (Eh): -3381.93076
2S+1: 2
Total charge: -1

Last column: Mulliken charge in e.
Cartesian coordinates (Å):
C 2.3413 -2.4170 -3.9793  -0.08
O 2.9540 -3.1532 -4.9419  -0.56
H 1.3271 -2.3491 -4.3727  0.35
H 2.2382 -3.1018 -3.1376  -0.06
H 2.7339 -1.4596 -3.6367  0.07
H 2.5784 -4.0365 -4.9263  0.34
C -5.0402 3.8193 -4.6452  -0.46
O -5.0427 4.1796 -5.9864  -0.37
H -5.4456 2.8086 -4.5977  0.03
H -4.0110 3.8602 -4.2886  0.03
H -5.7292 4.5078 -4.1561  0.33
H -4.6063 5.0302 -6.0740  0.30
C -1.5347 5.2121 -2.5415  -0.71
O -1.8264 5.2614 -1.1345  -0.34
H -2.1017 5.9541 -3.1037  0.46
H -0.4978 5.1704 -2.8749  0.13
H -1.9741 4.2911 -2.9245  0.05
H -2.7197 5.5321 -0.9101  0.28
C 0.8924 2.7275 -6.0922  -0.37
O 0.2020 1.5306 -5.9214  -0.31
H 1.9200 2.4010 -6.2517  0.17
H 0.5024 3.3064 -6.9295  0.50
H 0.8197 3.2128 -5.1189  -0.30
H -0.7446 1.6431 -6.0345  0.09
C -2.3934 -5.3444 -0.3294  -1.15
O -1.5451 -4.2502 -0.1207  0.60
H -1.9646 -5.9066 -1.1589  0.23
H -2.4043 -5.8720 0.6244  0.24
H -3.4422 -5.0796 -0.4634  0.41
H -0.7117 -4.5766 0.2263  -0.21
O -3.1287 4.6259 1.5795  -0.69
H -2.7601 5.4427 1.9159  0.32
H -2.6441 4.4591 0.7710  0.20
O -6.0342 0.2660 -3.8605  -0.56
H -5.1104 0.0185 -3.8223  0.13
H -6.2827 0.1259 -4.7742  0.34
O -1.8515 -3.7556 -3.0307  -0.71
H -1.3736 -3.4706 -2.2518  0.22
H -2.6945 -3.3058 -2.9729  0.40
O -4.6572 -0.5014 -5.9700  -0.12
H -4.9051 -0.3680 -6.8849  0.08
H -4.1274 0.2650 -5.7507  0.07
O -4.3930 -2.7226 -3.5812  -0.62
H -5.0262 -3.1889 -4.1269  0.23
H -4.0211 -2.0572 -4.1602  0.23
C -5.5366 -3.7469 7.0947  -1.89
C -4.4170 -3.0475 6.3107  1.80
C -3.1034 -3.8322 6.5153  -1.51
C -2.9775 -5.2414 5.7965  -1.00
C -3.3372 -5.0299 4.2926  0.14
C -4.5399 -4.1609 3.9336  2.29
N -4.6759 -2.9603 4.7866  0.61
O -5.6348 -2.0934 4.3433  -0.51
C -4.3996 -3.7511 2.4642  -1.94
C -5.7882 -4.9844 4.0501  -2.01
C -4.1403 -1.6226 6.8264  -1.92
H -6.5348 -3.7485 6.6568  0.32
H -5.5883 -3.3269 8.0991  0.47
H -5.2914 -4.7704 7.3781  0.35
H -2.1953 -3.2921 6.2473  0.41
H -3.1263 -4.1852 7.5463  0.51
H -3.6352 -5.9773 6.2590  0.43
H -1.9002 -5.4059 5.7770  0.35
H -3.5230 -6.0393 3.9256  0.57
H -2.3888 -4.8999 3.7713  -1.30
H -3.6051 -3.0056 2.4966  0.14
H -3.9610 -4.5178 1.8255  0.18
H -5.3558 -3.4590 2.0302  0.49
H -5.7227 -5.7556 3.2825  0.46
H -5.8298 -5.3514 5.0756  0.42
H -6.6571 -4.3889 3.7701  0.43
H -3.5726 -1.0580 6.0868  0.38
H -3.5448 -1.5979 7.7390  0.42
H -5.0477 -1.0271 6.9266  0.38
H -5.1059 -1.3507 4.0428  0.35
C -0.9511 -1.0873 1.5977  -2.30
C -1.4692 0.0494 0.6421  3.36
C -0.3881 1.1519 0.7170  -2.30
C -0.4452 2.2143 -0.3948  1.41
C -0.6046 1.4695 -1.6963  -1.12
C -1.6966 0.4328 -1.8776  2.41
N -1.6053 -0.5589 -0.6915  0.86
O -2.5105 -1.6609 -0.7581  -0.32
C -3.0368 0.9944 -2.1291  -1.70
C -1.2830 -0.3732 -3.2061  -1.83
C -2.8324 0.5871 1.1876  -1.77
H -1.0075 -0.8174 2.6523  0.69
H 0.0137 -1.5826 1.4885  0.33
H -1.6703 -1.9057 1.6303  -0.32
H -0.4959 1.7528 1.6199  0.52
H 0.6149 0.7460 0.8487  0.38
H 0.4353 2.8321 -0.2188  -0.21
H -1.2860 2.8901 -0.2385  -0.84
H 0.3284 0.9070 -1.7300  0.14
H -0.5197 2.2365 -2.4661  0.62
H -3.1052 1.2833 -3.1778  0.49
H -3.7976 0.2296 -1.9731  0.28
H -3.1663 1.8807 -1.5080  -0.06
H -0.3152 -0.8523 -3.0580  0.30
H -1.9506 -1.1731 -3.5267  0.12
H -1.1993 0.2394 -4.1037  -0.04
H -2.9843 0.4682 2.2604  0.45
H -3.7270 0.3614 0.6073  0.30
H -2.9381 1.6658 1.0728  0.19
H -1.8938 -2.3186 -0.4284  -0.10
C 6.4529 4.7033 -4.6422  -1.55
C 5.2755 3.7591 -5.2234  1.13
C 5.8274 2.3520 -5.3752  -1.46
C 5.9928 1.5242 -4.0796  -0.80
C 4.6344 1.4501 -3.4152  -1.35
C 4.1830 2.8804 -3.0050  1.89
N 4.1765 3.8008 -4.1843  1.10
O 3.6731 5.0763 -3.9682  -0.52
C 2.7061 2.8270 -2.5621  -2.47
C 5.0915 3.3870 -1.7985  -1.98
C 4.8283 4.1746 -6.6188  -1.81
H 7.3070 4.6196 -5.3142  0.42
H 6.7942 4.4961 -3.6280  0.28
H 6.1848 5.7594 -4.6721  0.34
H 5.2978 1.7555 -6.1180  0.44
H 6.7318 2.4817 -5.9695  0.56
H 6.8249 1.9049 -3.4874  0.35
H 6.1832 0.4851 -4.3480  0.41
H 4.7383 0.9821 -2.4363  0.57
H 3.9167 0.8683 -3.9935  0.37
H 2.2457 3.7429 -2.1916  0.61
H 2.1563 2.6065 -3.4771  0.20
H 2.5809 2.0439 -1.8143  0.44
H 6.1769 3.3565 -1.8938  0.27
H 4.6794 4.3934 -1.7265  0.55
H 4.7808 2.9921 -0.8313  0.40
H 4.3356 5.1468 -6.6359  0.35
H 4.1085 3.4094 -6.9096  0.39
H 5.6617 4.0622 -7.3123  0.38
H 2.8318 4.8326 -4.3612  0.39
C 3.2180 -6.9979 0.4898  -1.79
C 1.7802 -6.4336 0.3243  1.42
C 0.7154 -7.5780 0.6001  -1.27
C 0.5878 -7.9154 2.0965  -1.07
C 0.1855 -6.6599 2.8486  -0.53
C 1.1460 -5.4335 2.5691  1.54
N 1.3938 -5.2796 1.1344  1.08
O 2.0051 -4.0699 0.7308  -0.59
C 0.4344 -4.2065 3.1457  -1.58
C 2.4402 -5.6086 3.4410  -1.69
C 1.5823 -6.1063 -1.1266  -1.78
H 4.0627 -6.3092 0.5062  0.38
H 3.3102 -7.7274 -0.3149  0.44
H 3.3697 -7.4290 1.4793  0.35
H -0.2778 -7.5090 0.1563  0.29
H 1.1052 -8.4362 0.0528  0.54
H 1.3423 -8.4670 2.6573  0.42
H -0.2255 -8.6377 2.0272  0.40
H 0.4305 -7.0129 3.8503  0.38
H -0.8862 -6.4640 2.8835  -0.07
H -0.5932 -4.1211 2.7924  -0.15
H 0.2571 -4.2181 4.2211  0.47
H 1.0469 -3.3344 2.9165  0.48
H 3.0479 -6.4565 3.1249  0.28
H 3.0691 -4.7905 3.0898  0.43
H 2.2848 -5.5771 4.5194  0.43
H 2.4857 -5.6091 -1.4796  0.45
H 0.6865 -5.4889 -1.1940  0.06
H 1.4816 -7.0419 -1.6767  0.52
H 1.3492 -3.6218 0.1918  0.25
C 3.7008 5.4681 5.5311  -2.06
C 3.4841 5.6614 4.0110  1.51
C 3.7240 4.2563 3.4588  -1.28
C 3.5148 4.2011 1.9611  -0.81
C 2.0605 4.5992 1.6576  -0.64
C 1.5675 5.8963 2.2849  2.05
N 2.1533 6.0974 3.6491  0.21
O 1.7449 7.2936 4.2940  -0.47
C 2.1410 7.1204 1.4578  -1.72
C 0.0070 5.8129 2.3631  -1.86
C 4.5698 6.6360 3.5199  -1.71
H 3.9021 6.4490 5.9615  0.40
H 4.6116 4.9139 5.7581  0.39
H 2.7970 4.9905 5.9096  0.46
H 4.7614 3.9615 3.6173  0.50
H 2.9770 3.6260 3.9412  0.33
H 3.6569 3.1965 1.5626  0.38
H 4.2479 4.7922 1.4123  0.30
H 1.4387 3.7450 1.9256  -0.02
H 1.9609 4.6764 0.5749  0.23
H 3.2185 7.1907 1.6071  0.38
H 1.9908 7.0161 0.3832  0.36
H 1.7123 8.0640 1.7952  0.40
H -0.5122 6.7200 2.6725  0.42
H -0.5104 5.4095 1.4926  0.18
H -0.3465 5.0569 3.0642  0.57
H 5.4730 6.5004 4.1150  0.45
H 4.2920 7.6861 3.6099  0.27
H 4.8938 6.5107 2.4868  0.40
H 2.4149 7.9491 4.0867  0.36


No. 2
This record from the Open Molecules 2025 dataset describes the molecule C4H8O2. The level of theory is the ωB97M-V functional and the def2-TZVPD basis.

HOMO (Eh): -0.3614
Energy above the lowest of the compared OMol25 structures with the same formula, charge and spin (kJ/mol): 189.9
SMILES string: CCOCC=O
DFT total energy (Eh): -307.64009
2S+1: 1

Last column: Mulliken charge in e.
Cartesian coordinates (Å):
C -1.8489 -0.5454 -0.1708  -0.93
C -0.5403 -0.3013 -0.9286  -0.32
O -0.0453 0.9532 -0.4424  -0.39
C 1.2277 1.0336 0.1400  -0.32
C 1.5685 -0.1217 1.0647  0.05
O 2.6228 -0.7084 1.0317  -0.46
H -1.8704 0.2775 0.5431  0.30
H -1.8786 -1.4887 0.3825  0.29
H -2.7421 -0.4694 -0.7971  0.28
H 0.1811 -1.1192 -0.7821  0.32
H -0.7012 -0.2082 -2.0107  0.32
H 1.2106 1.9435 0.7605  0.27
H 2.0330 1.1413 -0.5976  0.27
H 0.7833 -0.3870 1.8069  0.33


> The highest DFT total energy belongs to which entry?

C4H8O2


> The highest 2S+1 belongs to which entry?

C50H125N5O15